--- i ---
6
Properties=species:S:1:pos:R:3 method="wB97M-V/def2-TZVPD" total_charge=0 orbital_gap_ev=9.72 spin_multiplicity=1 homo_energy_ev=-9.67 molar_mass_g_mol=66.100
C 0.943 -0.613 0.061
F 1.443 -1.845 0.073
S -0.719 -0.593 0.297
H -0.037 2.227 -0.506
H -0.616 2.729 -0.357
H -1.013 -1.905 0.432

***

--- ii ---
6
Properties=species:S:1:pos:R:3 method="wB97M-V/def2-TZVPD" total_charge=0 smiles="C=S.F" orbital_gap_ev=8.71 spin_multiplicity=1 homo_energy_ev=-9.16 molar_mass_g_mol=66.100
C -0.250 -1.156 0.707
S 0.670 -0.264 -0.259
H -1.148 -1.661 0.349
H -0.016 -1.297 1.764
F -0.856 1.439 -0.295
H -0.362 1.170 0.447

***

So which one wins? Going from most stable to least: ii, i.